Entry 1:
Density functional theory data (ωB97M-V/def2-TZVPD) for C42H44BGeN7O4Rb as an isolated structure.

Last column: Löwdin spin population.
Atoms and positions in Å:
Rb -1.067 0.284 -0.372  0.0374
C 1.685 0.218 -4.037  0.0002
C 1.336 1.575 -3.492  0.0017
C 0.190 2.244 -3.914  0.0000
C -0.143 3.483 -3.388  0.0017
C 0.669 4.080 -2.433  -0.0002
C 1.808 3.420 -2.000  0.0037
C 2.133 2.177 -2.525  0.0090
H 2.762 0.044 -3.996  0.0000
H 1.356 0.115 -5.072  0.0000
H 1.191 -0.564 -3.456  0.0000
H -0.461 1.770 -4.638  0.0000
H -1.053 3.977 -3.705  0.0001
H 0.394 5.036 -2.007  0.0000
H 2.439 3.869 -1.242  -0.0001
H 3.025 1.663 -2.183  0.0027
B -1.358 -2.102 2.713  0.0002
N -2.671 -2.265 1.890  0.0000
C -3.825 -2.815 2.303  0.0000
C -4.713 -2.828 1.246  0.0000
C -3.986 -2.245 0.200  0.0000
N -2.764 -1.909 0.594  0.0001
N -1.143 -0.627 3.170  0.0013
C -1.582 -0.057 4.304  0.0002
C -1.155 1.255 4.336  0.0001
C -0.437 1.395 3.143  0.0016
N -0.425 0.261 2.453  0.0127
H -1.485 -2.780 3.716  0.0000
H -0.412 -2.428 2.029  0.0000
H -3.926 -3.167 3.317  0.0000
H -5.725 -3.194 1.234  0.0000
H -4.293 -2.056 -0.818  0.0000
H -2.175 -0.625 5.002  0.0001
H -1.352 2.000 5.088  0.0000
H 0.066 2.268 2.755  0.0006
C -3.905 1.424 -4.123  0.0000
C -3.347 0.052 -3.968  0.0000
N -2.267 -0.250 -3.293  0.0000
C -2.134 -1.621 -3.391  0.0000
C -3.145 -2.142 -4.159  0.0000
N -3.902 -1.063 -4.512  0.0000
C -3.533 -3.511 -4.661  0.0000
O -2.796 -4.463 -4.283  0.0000
O -4.544 -3.551 -5.376  0.0000
C -1.017 -2.309 -2.705  0.0001
O -0.966 -3.612 -2.791  0.0000
O -0.177 -1.661 -2.099  0.0012
H -3.517 2.053 -3.323  0.0000
H -4.993 1.419 -4.055  0.0000
H -3.623 1.861 -5.084  0.0000
H -4.732 -1.171 -5.074  0.0000
H -1.735 -3.988 -3.379  0.0000
C -1.898 4.714 -0.332  0.0000
C -3.094 4.085 0.309  0.0000
C -4.218 4.723 0.819  0.0000
C -5.076 3.682 1.266  0.0000
C -4.402 2.497 0.997  0.0000
C -4.814 1.101 1.353  0.0000
N -3.197 2.732 0.412  0.0002
H -1.787 5.757 -0.018  0.0000
H -1.954 4.707 -1.427  0.0000
H -0.983 4.179 -0.058  0.0000
H -4.393 5.791 0.856  0.0000
H -6.045 3.780 1.739  0.0000
H -5.900 0.976 1.305  0.0000
H -4.496 0.816 2.362  0.0000
H -4.366 0.378 0.671  0.0000
C 4.304 1.610 0.393  0.1034
Ge 2.900 0.305 0.896  0.5083
C 2.826 0.250 2.843  0.0784
C 3.297 1.304 3.621  0.0244
C 3.177 1.275 5.005  -0.0008
C 2.566 0.193 5.621  0.0224
C 2.082 -0.860 4.855  -0.0020
C 2.211 -0.832 3.476  0.0233
C 3.426 -1.470 0.229  0.0963
C 2.567 -2.126 -0.613  0.0167
C 2.888 -3.387 -1.170  0.0000
C 4.083 -3.973 -0.884  -0.0014
C 5.004 -3.340 -0.009  0.0034
C 6.243 -3.947 0.313  0.0007
C 7.117 -3.352 1.176  0.0003
C 6.784 -2.114 1.767  -0.0002
C 5.599 -1.504 1.469  0.0060
C 4.673 -2.087 0.565  0.0153
H 5.037 1.667 1.198  0.0118
H 3.901 2.606 0.215  0.0030
H 4.798 1.264 -0.514  0.0011
H 3.753 2.168 3.148  0.0015
H 3.540 2.105 5.599  -0.0004
H 2.447 0.180 6.698  0.0017
H 1.574 -1.691 5.328  -0.0005
H 1.788 -1.637 2.887  0.0009
H 1.607 -1.705 -0.877  0.0085
H 2.165 -3.867 -1.818  0.0001
H 4.347 -4.935 -1.308  -0.0001
H 6.480 -4.905 -0.138  0.0002
H 8.059 -3.831 1.416  0.0000
H 7.467 -1.652 2.469  0.0000
H 5.342 -0.569 1.950  0.0033

Cartesian forces, eV/Å:
-0.40 0.51 0.02
-0.03 0.00 -0.02
0.05 -0.09 -0.02
-0.03 -0.01 0.04
0.00 0.01 0.00
0.03 0.00 -0.01
-0.02 0.01 0.00
0.04 0.00 -0.02
0.01 -0.01 0.00
0.01 0.00 -0.01
0.01 0.02 -0.01
-0.01 0.00 0.00
0.00 0.00 0.00
0.00 0.00 -0.01
0.01 0.01 0.01
0.02 -0.01 0.01
0.03 0.01 -0.02
0.04 0.02 -0.03
-0.01 -0.03 0.04
-0.02 0.01 0.01
0.02 -0.02 -0.03
0.04 -0.08 0.00
0.10 -0.07 0.01
-0.05 -0.01 0.03
0.00 0.00 -0.01
0.00 0.03 0.00
-0.09 0.02 0.03
0.00 0.00 0.00
-0.01 0.00 0.01
0.00 0.00 0.01
0.00 -0.01 0.00
0.00 0.01 -0.01
0.00 -0.01 0.01
0.00 0.00 0.01
0.00 0.01 -0.01
0.00 0.01 0.01
-0.02 0.02 0.02
-0.02 -0.07 0.17
0.04 0.01 -0.04
-0.04 0.06 -0.07
0.01 -0.01 -0.01
-0.16 0.00 0.15
0.06 -0.02 -0.01
0.07 0.02 -0.06
0.02 -0.02 -0.06
0.13 0.12 0.04
0.10 -0.28 -0.08
0.00 0.00 0.01
-0.01 0.00 0.00
0.00 0.00 0.00
0.01 0.01 0.00
-0.10 -0.15 -0.14
0.00 0.03 0.01
0.02 0.00 -0.02
-0.05 -0.05 0.03
0.03 0.06 -0.05
0.03 -0.10 0.05
-0.03 -0.01 -0.02
0.10 0.00 -0.10
0.00 0.01 0.00
-0.01 -0.01 0.00
0.00 0.00 0.01
0.00 0.01 0.00
-0.01 0.00 0.01
0.00 0.00 0.02
0.03 0.00 0.01
-0.02 0.01 -0.01
-0.05 -0.01 -0.04
0.22 -0.03 0.19
-0.07 0.01 -0.02
0.02 -0.01 0.01
0.00 0.02 -0.01
0.00 -0.01 0.02
-0.01 0.00 -0.01
-0.01 0.02 0.03
-0.06 0.00 -0.04
-0.01 -0.05 0.00
-0.01 0.00 0.01
0.00 0.00 -0.01
0.04 -0.04 0.01
-0.03 0.00 -0.01
0.01 0.03 0.02
0.03 -0.02 0.00
-0.04 0.00 -0.03
-0.01 0.01 0.00
0.05 0.02 -0.02
-0.03 0.01 0.01
0.03 0.01 0.00
0.00 0.01 0.00
0.00 0.00 0.00
0.00 0.00 0.00
0.00 0.00 0.00
0.00 -0.01 -0.01
-0.01 0.03 -0.01
-0.01 0.01 -0.01
0.00 0.00 0.00
0.00 0.00 0.00
0.00 0.00 0.00
0.00 0.00 0.00
0.00 0.02 0.01

Results
* orbital gap (alpha / beta): 0.1762 / 0.1511 Ha
* E_LUMO (alpha / beta): 3.60 / 2.91 eV
* M: 879.7 g/mol
* max |F|: 0.6 eV/A
* multiplicity: 2
* energy: -120741.737 eV
* E_HOMO (alpha / beta): -0.0440 / -0.0440 Eh
* net charge: -2
* ΔE to the lowest compared entry with this formula, charge and spin: 18.6 kcal per mole

=====

Entry 2:
Density functional theory data (ωB97M-V/def2-TZVPD) for C42H44Cl5MoN4P as an isolated structure in a non-equilibrium geometry.

Last column: Löwdin spin population.
Atoms and positions in Å:
Mo 0.898 0.100 0.396  1.7013
Cl 3.403 -1.282 3.880  0.0212
C 3.652 0.637 1.235  0.0193
C 2.872 0.843 0.074  -0.0234
C 3.575 1.136 -1.094  0.0150
Cl 2.815 1.985 -2.374  0.0079
C 4.938 0.882 -1.225  -0.0044
Cl 5.739 1.121 -2.724  -0.0030
C 5.643 0.410 -0.121  0.0213
Cl 7.288 -0.024 -0.294  0.0081
C 5.019 0.391 1.142  -0.0054
Cl 6.065 0.006 2.458  -0.0031
N -0.419 -1.461 2.345  0.0177
C -0.393 -0.523 3.412  -0.0220
C -1.335 -0.380 4.396  0.0489
C -1.098 0.499 5.482  -0.0284
C 0.129 1.053 5.664  0.0509
C 1.162 0.857 4.694  -0.0097
C 2.500 1.039 4.901  0.1231
C 3.395 0.544 3.833  0.0123
C 2.830 0.944 2.475  0.0034
N 1.484 0.386 2.294  -0.0781
C 0.787 0.259 3.433  0.0168
H 0.352 -2.118 2.485  -0.0014
H -1.281 -1.994 2.366  0.0004
H -2.242 -0.963 4.393  0.0029
H -1.879 0.644 6.211  -0.0025
H 0.361 1.606 6.559  0.0024
H 2.902 1.406 5.827  0.0053
H 4.425 0.865 3.960  0.0002
H 2.736 2.051 2.501  -0.0026
C -2.977 -2.741 0.987  -0.0002
C -3.371 -1.310 1.387  -0.0002
C -4.891 -1.184 1.318  0.0001
P -2.330 -0.030 0.424  0.0067
C -3.524 1.397 0.162  0.0016
C -3.509 2.293 1.396  0.0003
C -3.190 2.183 -1.101  0.0003
C -2.359 -0.864 -1.196  -0.0129
C -3.512 -1.240 -1.872  0.0022
C -3.463 -2.099 -2.964  -0.0136
C -4.698 -2.531 -3.677  -0.0027
C -2.219 -2.596 -3.362  0.0015
C -1.060 -2.186 -2.750  -0.0098
C -1.106 -1.280 -1.677  -0.0014
N 0.032 -0.750 -1.115  -0.0386
C 1.213 -0.884 -1.867  0.0028
C 2.208 -1.780 -1.396  0.0368
C 2.015 -2.377 -0.030  0.0123
C 3.295 -2.089 -2.184  -0.0072
C 3.417 -1.570 -3.475  0.0389
C 4.555 -1.962 -4.348  0.0072
C 2.422 -0.715 -3.944  -0.0013
C 1.321 -0.360 -3.180  0.0326
C 0.264 0.517 -3.786  0.0037
H -3.185 -3.433 1.802  0.0001
H -1.930 -2.845 0.696  -0.0002
H -3.571 -3.064 0.136  0.0001
H -3.100 -1.120 2.431  0.0005
H -5.274 -1.358 0.317  0.0000
H -5.243 -0.225 1.687  0.0000
H -5.316 -1.956 1.960  -0.0001
H -4.523 0.970 0.041  0.0001
H -2.531 2.753 1.529  0.0002
H -3.747 1.730 2.297  0.0001
H -4.243 3.088 1.291  0.0000
H -2.204 2.637 -1.039  0.0002
H -3.920 2.979 -1.230  0.0000
H -3.230 1.546 -1.982  -0.0001
H -4.467 -0.853 -1.548  0.0004
H -5.591 -2.100 -3.234  0.0000
H -4.777 -3.617 -3.654  -0.0007
H -4.647 -2.237 -4.725  -0.0010
H -2.170 -3.301 -4.177  0.0004
H -0.105 -2.558 -3.095  0.0000
H 1.301 -3.209 -0.070  0.0030
H 1.634 -1.601 0.694  0.0070
H 2.960 -2.758 0.357  -0.0002
H 4.057 -2.753 -1.803  -0.0013
H 5.347 -2.435 -3.775  0.0001
H 4.957 -1.103 -4.878  0.0015
H 4.205 -2.669 -5.101  0.0028
H 2.510 -0.306 -4.939  -0.0008
H -0.065 0.098 -4.737  0.0008
H 0.674 1.505 -3.996  0.0013
H -0.610 0.622 -3.144  0.0001
C 0.142 4.897 0.003  0.0089
C 0.144 4.049 -1.096  -0.0013
C 0.215 2.684 -0.889  0.0131
N 0.293 2.116 0.322  0.0009
C 0.213 2.940 1.381  0.0079
C 0.155 4.317 1.265  0.0002
H 0.117 5.968 -0.119  0.0005
H 0.108 4.429 -2.105  -0.0003
H 0.236 2.002 -1.727  0.0017
H 0.186 2.478 2.363  0.0004
H 0.137 4.926 2.155  0.0000

Cartesian forces, eV/Å:
-2.07 1.06 -2.16
0.23 0.16 0.31
-0.22 -0.04 -0.04
0.47 -0.19 0.25
0.04 0.11 0.11
0.02 0.38 -0.21
0.06 -0.08 0.09
-0.06 0.00 0.12
-0.07 0.13 0.02
-0.10 0.02 -0.01
0.28 -0.08 -0.37
0.00 0.09 0.18
0.24 -0.15 0.25
-0.76 -0.54 0.24
0.64 -0.22 -0.93
0.57 0.66 0.58
-0.76 -0.05 0.26
0.98 0.37 -0.12
-1.09 -0.35 -0.21
0.19 -0.39 -0.55
0.80 0.26 0.50
0.43 -0.05 2.88
0.30 0.09 -0.99
-0.15 0.02 0.00
0.11 0.01 -0.22
-0.06 -0.14 -0.08
-0.01 0.01 0.12
0.04 0.08 0.15
0.07 0.09 0.30
-0.21 0.00 -0.04
0.01 -0.20 0.06
0.07 0.05 0.09
0.29 0.26 -0.03
0.15 0.09 0.16
-0.99 0.23 -0.42
0.26 -0.28 0.07
-0.09 -0.18 -0.08
-0.08 -0.16 0.06
0.66 0.08 0.13
0.15 -0.05 -0.25
0.10 0.08 0.18
-0.08 -0.07 -0.13
-0.13 0.14 0.14
0.24 0.10 0.33
-1.79 -0.65 -0.23
0.80 0.52 0.33
1.25 -1.08 -1.29
-0.51 0.25 -0.27
0.03 0.03 -0.31
-0.03 0.18 -0.02
-0.32 0.09 0.26
0.10 -0.07 -0.18
-0.02 -0.20 0.26
-0.04 -0.23 0.43
-0.01 -0.01 0.01
-0.02 -0.07 0.09
0.00 -0.06 -0.03
0.02 0.00 -0.08
-0.01 -0.08 -0.04
-0.04 0.05 -0.07
-0.10 0.08 -0.02
-0.08 -0.05 0.03
0.07 0.02 0.01
0.10 0.05 0.02
-0.03 -0.01 0.18
-0.08 0.10 0.04
0.00 0.05 -0.01
-0.04 0.12 -0.04
0.04 0.03 -0.11
-0.12 -0.03 0.03
-0.08 0.00 -0.01
-0.11 -0.06 -0.01
-0.09 0.02 -0.07
0.02 -0.09 -0.13
0.02 -0.01 -0.07
-0.09 0.27 0.22
0.76 -1.71 0.35
-0.07 0.23 0.26
0.11 -0.08 0.05
0.10 -0.02 -0.02
0.08 0.06 -0.02
0.05 -0.07 -0.05
0.00 0.03 -0.17
-0.07 0.00 0.00
-0.01 0.05 -0.06
-0.01 0.06 -0.09
-0.01 -0.45 -0.13
-0.04 0.09 0.26
0.09 -0.08 -0.36
-0.23 1.10 0.03
0.00 0.22 0.37
-0.01 -0.17 -0.03
0.00 0.11 -0.01
-0.02 0.00 -0.06
-0.05 0.09 0.06
0.09 0.07 -0.15
-0.07 -0.01 0.08

Results
* orbital gap (alpha / beta): 0.1824 / 0.2104 Ha
* E_LUMO (alpha / beta): -7.36 / -7.17 eV
* M: 909.0 g/mol
* max |F|: 3.2 eV/A
* multiplicity: 3
* energy: -123970.593 eV
* E_HOMO (alpha / beta): -0.4530 / -0.4739 Eh
* net charge: +2
* ΔE to the lowest compared entry with this formula, charge and spin: 82.0 kcal per mole